Formula: H16NO6
Source: OMol25
Level of theory: the ωB97M-V functional and the def2-TZVPD basis

Structure (XYZ):
```
23
Properties=species:S:1:pos:R:3:mulliken_charge:R:1
N 0.239 -0.520 -0.342 -0.41
H -0.558 -1.275 -0.227 0.35
H 0.622 -0.521 0.624 0.35
H -0.197 0.343 -0.213 0.27
H 0.813 -0.716 -1.108 0.34
O 1.729 -2.871 0.479 -0.58
H 1.294 -3.707 0.284 0.32
H 2.187 -2.899 1.230 0.28
O -2.333 -1.795 1.587 -0.63
H -3.287 -1.728 1.565 0.31
H -2.073 -1.337 2.423 0.34
O 2.844 1.028 -1.192 -0.67
H 3.274 1.501 -0.374 0.33
H 3.534 0.293 -1.584 0.35
O 0.449 2.157 1.710 -0.51
H 1.034 2.600 1.297 0.26
H -0.223 2.695 1.476 0.25
O -2.525 1.754 0.566 -0.60
H -2.543 2.442 1.208 0.32
H -3.220 1.134 0.809 0.31
O -0.317 0.363 -3.002 -0.56
H -0.543 1.189 -3.428 0.30
H -0.204 -0.128 -3.777 0.28
```

Results
relative energy (zero: lowest compared OMol25 entry of this formula, charge and spin): 85.52 kcal per mole
total charge: +1
LUMO: -2.9 eV
multiplicity: 1
E: -515.49239 hartree
frontier orbital gap: 11.89 eV